No. 1
This record from OMol25 describes a molecular structure, C28H44BrMgN3P2S at a distorted geometry. The level of theory is ωB97M-V/def2-TZVPD.

Geometry (Å):
1 C 3.560 0.450 -6.017
2 C 2.625 1.410 -5.567
3 C 1.941 2.174 -6.521
4 C 2.106 1.883 -7.876
5 N 2.990 0.973 -8.289
6 C 3.685 0.255 -7.409
7 C 2.182 1.529 -4.178
8 C 1.947 0.907 -3.097
9 C 1.279 0.047 -2.151
10 C 1.181 -1.359 -2.164
11 C 0.393 -2.078 -1.277
12 C -0.369 -1.371 -0.338
13 C -0.399 0.043 -0.415
14 C 0.567 0.724 -1.156
15 Mg 1.108 2.813 -2.721
16 P -1.617 -2.102 0.713
17 H 1.220 2.925 -6.193
18 H 4.180 -0.125 -5.332
19 H 1.513 2.412 -8.627
20 H 4.382 -0.492 -7.813
21 H 0.913 1.729 -0.889
22 H 1.721 -1.889 -2.940
23 H -1.188 0.609 0.095
24 H 0.363 -3.165 -1.288
25 C -1.353 -1.548 2.406
26 C -2.538 -1.575 3.369
27 H -0.946 -0.534 2.331
28 H -0.526 -2.149 2.805
29 H -2.153 -1.684 4.393
30 H -3.129 -0.650 3.336
31 H -3.216 -2.413 3.170
32 C -3.197 -1.502 0.145
33 C -3.532 -1.812 -1.322
34 H -3.215 -0.416 0.337
35 H -3.953 -1.972 0.793
36 H -4.480 -1.321 -1.581
37 H -2.769 -1.470 -2.036
38 H -3.668 -2.893 -1.474
39 C -1.481 -3.878 0.610
40 C -2.484 -4.630 1.479
41 H -0.447 -4.111 0.902
42 H -1.574 -4.138 -0.456
43 H -2.358 -5.708 1.335
44 H -2.343 -4.425 2.543
45 H -3.519 -4.373 1.231
46 Br 1.507 -0.178 1.499
47 P -1.135 3.825 0.728
48 C -2.354 2.437 0.970
49 C -3.626 2.793 1.761
50 H -1.826 1.630 1.507
51 H -2.650 2.044 -0.018
52 H -4.370 1.987 1.675
53 H -3.415 2.934 2.827
54 H -4.092 3.709 1.384
55 C 0.115 3.512 2.046
56 C 0.497 4.747 2.880
57 H 0.999 3.053 1.588
58 H -0.322 2.764 2.718
59 H 1.128 4.441 3.724
60 H 1.056 5.494 2.300
61 H -0.391 5.240 3.298
62 C -0.316 3.756 -0.918
63 C -0.860 4.937 -1.732
64 H -0.630 2.804 -1.404
65 H 0.797 3.835 -0.804
66 H -0.286 5.130 -2.651
67 H -1.902 4.723 -2.010
68 H -0.856 5.847 -1.113
69 S 2.603 -2.445 1.025
70 C 3.050 -2.810 2.614
71 N 2.820 -3.981 3.268
72 C 3.228 -3.926 4.668
73 C 3.788 -2.513 4.813
74 N 3.634 -1.964 3.481
75 H 2.258 -4.725 2.872
76 H 4.004 -4.677 4.850
77 H 2.383 -4.107 5.345
78 H 4.846 -2.540 5.089
79 H 3.251 -1.915 5.557
80 H 3.660 -0.966 3.292

Force components x, y, z for each atom (eV/Å):
C -0.1310 0.0828 -0.0852
C 0.0156 0.7025 -0.7073
C -0.3189 -0.2191 -0.1944
C 0.4646 0.0837 0.6079
N -0.3492 -0.2510 -0.3484
C -0.1343 0.6267 0.7987
C 0.3203 -2.6138 1.5374
C 0.7841 -0.7892 -2.0297
C 0.0178 0.3536 0.9291
C 0.4722 -0.6972 -1.1771
C 0.3687 0.7074 0.3000
C -1.1479 0.8212 -1.1804
C -0.2948 0.2295 0.0349
C -0.4029 -0.1838 -0.3471
Mg -0.9133 0.9350 0.5619
P 0.8369 0.2246 0.2475
H 0.1487 -0.1799 -0.2162
H -0.2830 0.0795 -0.0602
H 0.3468 -0.1871 0.1422
H -0.3187 0.4000 0.2423
H -0.4897 -0.4245 0.3399
H -0.0207 -0.0883 0.0899
H 0.8866 -0.3458 0.1133
H 0.2494 0.2352 -0.1783
C 0.1124 0.1384 0.2586
C -0.3969 -0.1463 0.1543
H 0.0713 -0.1425 -0.0193
H -0.0224 0.0688 -0.2580
H -0.2131 0.0487 -0.2974
H 0.1485 -0.2368 -0.0822
H 0.0727 0.1622 0.2049
C -0.6769 0.0240 -0.1700
C -0.1102 -0.1510 -0.1749
H -0.0362 -0.3246 0.0409
H 0.0998 0.3000 -0.0568
H 0.2562 -0.1867 0.0393
H -0.1261 -0.0202 0.3314
H 0.0252 0.3272 0.0370
C 0.1364 -0.2285 -0.3215
C -0.1869 -0.2489 0.0799
H -0.0982 0.0715 -0.0576
H -0.0674 -0.0641 0.2782
H -0.0765 0.2322 0.0111
H 0.0794 -0.0055 -0.1156
H 0.1154 -0.0916 -0.0324
Br 0.0183 2.4409 1.2205
P -1.0634 1.0386 1.7578
C 0.2502 -0.7538 -0.3151
C 0.0638 0.3223 -0.0214
H -0.1724 0.1681 -0.1955
H 0.0636 0.1803 0.1791
H 0.2849 0.1534 0.0098
H 0.0107 0.0326 -0.2197
H 0.0802 -0.1238 0.0622
C 0.2639 -0.0565 0.0343
C -0.0491 0.1260 -0.0401
H -0.0322 -0.1148 0.2405
H 0.1106 -0.0221 -0.2187
H -0.0988 0.0409 -0.2394
H -0.1651 -0.1818 0.0895
H 0.2050 -0.1290 -0.1689
C 0.0330 -0.1699 -1.2452
C -0.2268 0.1792 0.1017
H 0.1195 0.2345 0.1392
H -0.2884 -0.1153 0.3445
H -0.0344 0.0876 -0.1101
H 0.3042 0.1991 0.0221
H 0.0791 -0.2349 -0.3697
S 1.1356 -2.3934 0.1671
C -0.3725 -0.2306 0.2465
N -0.2528 0.3474 -0.3704
C -0.0603 -0.6757 0.1500
C 0.3462 0.2814 0.3530
N -0.0638 0.4984 -0.6226
H 0.3959 0.3197 0.0104
H -0.2159 0.0903 0.1194
H 0.1851 -0.0343 -0.1766
H -0.1494 0.0583 0.0538
H 0.0671 -0.1054 -0.1531
H 0.0145 -0.4864 -0.1052

Charge = +2
Energy relative to the best compared isomer or geometry (same formula, charge and spin) = 446.1 kJ/mol
Gap between HOMO and LUMO (alpha / beta) = 0.086 / 0.091 hartree
Multiplicity = 1
Maximum force = 0.0593 hartree/bohr

---

No. 2
This record from OMol25 describes a molecular structure, C28H44BrNOP2Ti at a distorted geometry. The level of theory is ωB97M-V/def2-TZVPD.

Geometry (Å):
1 C 3.078 4.778 -0.745
2 C 1.984 4.107 -1.277
3 C 1.920 3.921 -2.663
4 C 2.969 4.399 -3.460
5 N 4.046 5.011 -2.918
6 C 4.086 5.235 -1.589
7 C 1.019 3.611 -0.390
8 C 0.080 3.336 0.329
9 C -1.078 2.742 0.904
10 C -0.916 1.692 1.899
11 C -2.149 1.211 2.382
12 C -3.070 1.233 1.397
13 C -3.485 2.246 0.618
14 C -2.349 3.099 0.430
15 Ti -1.891 -0.687 1.579
16 P 0.990 -0.559 0.448
17 H 1.106 3.381 -3.128
18 H 3.162 4.873 0.319
19 H 2.939 4.273 -4.563
20 H 4.958 5.775 -1.178
21 H -2.542 4.049 -0.075
22 H 0.013 1.495 2.460
23 H -4.502 2.318 0.224
24 H -2.394 0.658 3.321
25 C 1.878 -2.197 0.571
26 C 3.100 -2.544 -0.282
27 H 1.119 -2.961 0.377
28 H 2.162 -2.325 1.621
29 H 3.402 -3.593 -0.136
30 H 2.930 -2.438 -1.355
31 H 3.994 -1.961 -0.044
32 C 1.288 0.015 -1.314
33 C 2.685 0.421 -1.796
34 H 0.646 0.904 -1.404
35 H 0.865 -0.751 -1.984
36 H 2.650 0.609 -2.881
37 H 2.995 1.370 -1.341
38 H 3.471 -0.329 -1.630
39 C 2.186 0.585 1.338
40 C 3.700 0.336 1.326
41 H 1.868 0.580 2.393
42 H 1.970 1.595 0.953
43 H 4.190 1.083 1.966
44 H 3.972 -0.642 1.733
45 H 4.163 0.438 0.339
46 Br -3.959 -1.296 1.554
47 P -1.889 -1.902 -0.963
48 C -0.773 -2.739 -2.122
49 C -1.269 -4.035 -2.732
50 H 0.162 -2.907 -1.580
51 H -0.541 -2.030 -2.920
52 H -0.482 -4.494 -3.336
53 H -1.572 -4.780 -1.997
54 H -2.129 -3.872 -3.386
55 C -2.962 -3.252 -0.319
56 C -4.329 -3.394 -0.976
57 H -3.173 -3.054 0.757
58 H -2.387 -4.184 -0.305
59 H -4.962 -4.070 -0.385
60 H -4.904 -2.468 -1.095
61 H -4.222 -3.831 -1.971
62 C -2.891 -0.760 -1.986
63 C -3.286 -1.235 -3.379
64 H -2.321 0.178 -2.061
65 H -3.805 -0.508 -1.435
66 H -3.889 -0.455 -3.862
67 H -2.442 -1.460 -4.040
68 H -3.917 -2.128 -3.329
69 C 0.835 -0.927 5.039
70 C -0.322 -0.455 4.275
71 C -0.976 0.680 4.996
72 O -0.749 -0.979 3.196
73 H 0.562 -0.649 6.062
74 H 1.757 -0.370 4.833
75 H 1.066 -1.984 5.041
76 H -0.792 1.630 4.477
77 H -2.061 0.549 5.152
78 H -0.582 0.791 6.026

Force components x, y, z for each atom (eV/Å):
C 0.8130 -0.0417 0.1824
C 0.5808 -0.2599 -0.3265
C 0.0983 0.1224 -0.7952
C 0.1630 0.0739 0.5601
N -0.5598 0.0300 0.2222
C -0.0831 -0.1124 -0.6079
C -0.2428 0.9140 -0.5978
C -1.8391 -0.9842 0.8618
C 2.7938 -0.2919 -0.4390
C -0.6335 1.0615 0.9207
C 0.8560 -0.1280 1.8217
C -0.5548 -0.7716 -0.2967
C 0.3632 0.9581 -0.2883
C -2.2472 0.0986 -0.2179
Ti 5.1483 -0.3138 -2.5050
P 2.4859 0.4063 -1.0942
H -0.0976 0.1018 0.0353
H 0.0966 0.2971 0.3785
H 0.1833 0.1221 0.9194
H -0.5253 -0.3754 -0.4107
H 0.3782 -0.4164 -0.4148
H -0.5459 0.5773 -0.5552
H 0.3558 0.4263 -0.3138
H 0.3902 0.9582 -0.5419
C -0.7578 -0.7193 0.4950
C 0.6650 0.1768 -0.6307
H -0.0122 -0.0536 0.1590
H -0.2476 0.1194 0.0679
H -0.4391 0.2702 0.2113
H -0.1478 0.0077 0.0647
H -0.3220 0.0169 0.0237
C -1.0863 -0.0889 -0.0800
C 0.5061 0.1359 0.0328
H -0.0593 -0.1810 -0.1341
H 0.1317 0.2730 0.2635
H -0.1524 -0.1324 0.3341
H 0.0094 -0.2781 -0.0303
H -0.4012 0.2871 -0.0270
C -0.8320 0.4017 0.5770
C 0.4323 -0.2520 -0.1285
H 0.0814 0.0770 -0.0886
H 0.0145 -0.3048 0.1473
H -0.2983 -0.1208 -0.0847
H -0.1156 0.1714 -0.0588
H -0.2814 -0.0886 0.2743
Br -4.2048 0.4931 1.1667
P -1.4846 -0.6619 0.5089
C 1.3338 0.2790 0.2048
C -0.6979 -0.5496 -0.1938
H 0.0856 -0.1228 -0.1390
H 0.0007 0.1410 0.0979
H 0.0191 0.2278 0.0881
H 0.1751 0.0159 -0.0304
H 0.1199 0.0221 0.0098
C -0.1342 -0.1945 1.0450
C -0.4315 -0.5596 -0.5222
H 0.7416 -0.9523 -1.0891
H -0.1556 0.1069 -0.2614
H 0.2720 0.0710 -0.1461
H 0.3056 -0.0097 0.1346
H -0.1432 -0.0189 0.1161
C 0.0015 0.8572 0.4281
C -0.2653 -0.5023 -0.5194
H 0.0183 -0.1233 -0.0192
H 0.1204 -0.0658 0.1032
H 0.2277 -0.1156 0.1476
H -0.0843 0.1541 0.2099
H 0.1428 0.2047 -0.0462
C 0.0581 -0.5056 0.7510
C -0.1109 -0.4324 0.4723
C -0.6273 0.5993 0.6280
O 0.1593 0.0850 0.6385
H 0.6008 -0.3642 -0.0232
H -0.0672 0.1741 -0.2090
H -0.0312 -0.3148 -0.5957
H -0.1145 -0.0965 0.2091
H 0.2341 -0.0237 -0.2460
H -0.1287 0.0127 -0.8041

Charge = +4
Energy relative to the best compared isomer or geometry (same formula, charge and spin) = 244.7 kJ/mol
Gap between HOMO and LUMO (alpha / beta) = 0.116 / 0.118 hartree
Multiplicity = 1
Maximum force = 0.1115 hartree/bohr

---

No. 3
This record from OMol25 describes a molecular structure, C28H44F3O24Rb4 at a distorted geometry. The level of theory is ωB97M-V/def2-TZVPD.

Geometry (Å):
1 Rb -1.343 2.075 -3.525
2 Rb 5.350 -2.304 1.188
3 Rb 3.182 2.159 2.323
4 Rb 4.312 -3.469 -2.960
5 C 1.948 1.973 6.083
6 O 1.232 1.403 4.966
7 O 3.164 2.364 5.439
8 C 1.118 3.084 7.034
9 F 0.072 2.504 7.574
10 F 1.911 3.516 8.001
11 F 0.695 4.082 6.261
12 C 0.029 0.732 5.341
13 C -0.410 -0.133 4.243
14 H 0.418 -0.824 4.090
15 H -1.268 -0.733 4.546
16 H -0.510 0.289 3.242
17 H -0.796 1.445 5.367
18 H -0.025 0.095 6.224
19 H 2.170 1.170 6.787
20 C 1.033 0.430 0.284
21 C 0.271 0.406 -0.779
22 C 0.427 -0.650 -1.897
23 O -0.213 -0.763 -3.004
24 C 1.285 -1.678 -1.767
25 C 2.168 -1.748 -0.605
26 C 2.074 -0.536 0.461
27 O 2.826 -0.472 1.411
28 O 2.974 -2.686 -0.443
29 O -0.581 1.409 -0.847
30 H 0.872 1.201 1.023
31 H 1.396 -2.460 -2.503
32 C -6.478 1.244 -2.746
33 O -6.039 0.095 -2.073
34 C -4.728 -0.027 -1.910
35 O -3.955 0.737 -2.446
36 O -4.471 -1.198 -1.070
37 C -3.063 -1.418 -0.799
38 H -6.690 1.015 -3.790
39 H -5.915 2.174 -2.667
40 H -7.435 1.582 -2.347
41 H -2.663 -1.594 -1.798
42 H -3.138 -2.318 -0.189
43 H -2.546 -0.607 -0.286
44 C -0.159 -2.950 1.281
45 O -1.314 -2.940 2.185
46 C -1.156 -3.478 3.383
47 O -0.115 -4.008 3.754
48 O -2.302 -3.477 4.070
49 C -2.501 -4.125 5.363
50 H -0.387 -2.163 0.561
51 H -0.030 -3.928 0.818
52 H 0.769 -2.576 1.712
53 H -2.177 -5.166 5.363
54 H -3.467 -4.036 5.859
55 H -1.869 -3.551 6.040
56 C -0.859 -4.317 -2.758
57 O -0.134 -5.366 -2.063
58 C 1.039 -5.785 -2.653
59 O 1.749 -5.181 -3.459
60 O 1.231 -7.094 -2.268
61 C 2.253 -7.899 -2.901
62 H -1.935 -4.460 -2.856
63 H -0.601 -4.291 -3.817
64 H -0.684 -3.315 -2.367
65 H 1.985 -8.404 -3.829
66 H 2.443 -8.785 -2.296
67 H 3.169 -7.342 -3.102
68 C 2.488 0.355 -5.285
69 O 2.178 1.022 -6.495
70 C 1.389 2.147 -6.480
71 O 0.792 2.750 -5.561
72 O 1.527 2.599 -7.697
73 C 1.204 4.006 -8.035
74 H 2.477 -0.725 -5.433
75 H 1.765 0.577 -4.501
76 H 3.466 0.576 -4.856
77 H 0.391 3.982 -8.761
78 H 2.063 4.422 -8.562
79 H 0.868 4.558 -7.158
80 C -2.744 4.006 5.193
81 O -2.695 4.786 4.046
82 C -2.776 4.243 2.818
83 O -2.782 4.810 1.783
84 O -3.008 2.925 2.908
85 C -2.770 2.122 1.748
86 H -2.803 4.744 5.993
87 H -1.819 3.440 5.299
88 H -3.681 3.449 5.194
89 H -1.864 1.522 1.829
90 H -2.916 2.516 0.742
91 H -3.558 1.390 1.926
92 C 4.404 1.006 -2.014
93 O 3.607 2.144 -2.338
94 C 3.361 3.105 -1.402
95 O 3.847 3.090 -0.296
96 O 2.446 3.958 -1.915
97 C 2.023 5.121 -1.175
98 H 4.105 0.220 -2.706
99 H 4.245 0.557 -1.034
100 H 5.420 1.266 -2.314
101 H 2.786 5.714 -0.670
102 H 1.334 4.796 -0.396
103 H 1.618 5.873 -1.853

Force components x, y, z for each atom (eV/Å):
Rb 0.1123 -0.4656 0.4097
Rb -0.4121 0.0526 -0.0248
Rb -0.1325 0.1195 1.1251
Rb -0.2128 -0.0576 0.1615
C 3.9781 1.1258 -1.9243
O -1.6840 -0.3662 1.6569
O -2.8256 0.2566 1.9548
C 2.6257 -2.3131 -3.6698
F -1.4176 -0.3530 1.0190
F 0.0232 0.5391 0.3170
F -0.3301 0.9996 0.2099
C -1.2517 1.4122 -1.0202
C 1.0722 -2.1094 -1.3522
H 0.0502 -0.6081 -0.1003
H -0.2358 0.1535 -0.2705
H -0.4817 0.5482 0.2285
H 0.0322 0.5772 0.9543
H 0.8857 0.4563 0.5138
H -0.2863 -0.3809 0.4541
C 3.6279 -2.0050 2.5683
C -4.3517 3.5571 -3.0941
C -1.9107 -0.3623 -2.6028
O -1.0031 2.6152 1.0619
C 4.2199 -1.3118 4.0350
C -1.2591 0.5434 -1.3795
C -1.9398 -0.1242 -1.3991
O 2.1854 -0.7527 1.2131
O 0.5106 0.3569 0.5281
O 0.7214 -2.3044 -1.5314
H -0.0126 -0.0376 0.0479
H -0.2661 0.0557 -0.1347
C -1.4965 1.3225 -0.8484
O 0.2095 -0.6016 1.1259
C 0.4979 -1.6640 0.8708
O 0.4668 -1.1320 0.9405
O -0.8766 4.1293 -1.9916
C -0.8908 -0.5485 -0.8121
H 0.3961 -0.0382 -0.0885
H 0.8822 -0.6184 0.0665
H -0.1950 -0.7060 0.3868
H 0.8409 -0.1429 0.3810
H 0.6070 0.0633 -0.0513
H -0.2542 0.1230 -0.0760
C -0.4372 0.7902 0.2147
O 0.0753 0.4988 -0.3759
C 1.7403 -2.1667 1.1023
O -1.1412 0.7252 -0.0583
O -1.7867 0.2846 -0.3187
C 2.2548 0.6893 0.3509
H -0.3829 -0.4236 -0.2483
H -0.0648 0.0955 0.1305
H -0.1501 -0.5063 0.6853
H 0.0027 0.1213 -0.2660
H -0.5318 0.2508 -1.3921
H 0.3779 -0.3760 0.1976
C 0.2073 0.6933 -1.1820
O 1.1391 -0.2368 -1.0903
C -0.3169 -0.7011 -0.9120
O -1.2781 -0.8264 1.7595
O -0.1093 1.0145 -0.4889
C 0.4079 -0.1481 -0.1413
H 0.0038 -0.7808 1.0673
H 0.6772 -0.0335 0.0625
H 0.2396 -0.2799 0.3089
H -0.8141 0.7937 -0.3772
H 0.0463 0.5945 0.7588
H -0.1013 0.0692 0.2971
C -0.5501 -0.5556 1.3346
O -0.9587 0.9203 0.7041
C 0.6735 1.1003 1.6800
O 1.3107 -2.4018 -1.7545
O -0.3370 1.6501 -1.3703
C -0.5577 -1.1289 -0.0066
H -0.2396 0.0960 -0.4078
H -0.1529 0.0131 -0.0776
H 0.1641 0.5966 -0.5850
H -0.0636 -0.1457 0.1218
H 0.1173 -0.0953 0.5013
H 0.3913 -0.0955 -0.0318
C -0.2678 -0.0496 1.0794
O 0.2343 1.5336 -2.5071
C -0.8387 -1.4206 1.5546
O 0.5882 1.6285 -0.9831
O 1.0133 0.1106 -0.0011
C -1.3293 -1.8040 0.4407
H 0.1358 -0.1764 0.1377
H -0.3475 -0.3548 0.1101
H 0.3634 -0.5061 0.2021
H 0.3833 0.6725 0.0183
H 0.2359 0.7201 0.4814
H -0.0811 -0.3630 -0.6029
C 0.1558 -0.1411 -0.8346
O -1.1209 1.1730 0.5028
C -0.4494 -1.0703 -0.5365
O -0.2597 0.5858 -0.2460
O 1.1543 -0.0969 0.0213
C 0.1606 0.1650 0.8024
H -0.2630 0.1177 -0.1582
H 0.2449 0.6827 0.2682
H 0.2432 -0.2317 0.7847
H 0.7376 -0.7120 -0.0112
H -0.2991 0.1659 -0.2714
H -0.4681 -0.7281 -0.3031

Gap between HOMO and LUMO (alpha / beta) = 0.122 / 0.210 hartree
Multiplicity = 2
Expectation value of S² = 0.750
Maximum force = 0.1248 hartree/bohr